No. 1
{
  "formula": "C7H15N3",
  "method": "ωB97M-V with the def2-TZVPD basis set",
  "de_lowest_ev": 1.277,
  "molar_mass_g_mol": 141.22,
  "energy_ev": -11956.0386,
  "lumo_energy_ha": -0.2780,
  "homo_energy_ha": -0.6259,
  "total_charge": 2,
  "species": ["H", "H", "C", "H", "H", "C", "H", "H", "H", "C", "H", "H", "C", "H", "N", "C", "N", "H", "H", "C", "H", "H", "N", "C", "H"],
  "positions_angstrom": [[-3.357601, -0.492087, 1.105430], [0.590606, -2.704009, 0.349191], [2.682742, -1.172664, -0.077396], [1.748695, 2.391077, -0.607002], [-3.026490, 1.183215, 1.096416], [-1.039963, -1.385966, 0.385318], [1.947835, 2.222483, 1.036715], [2.857983, 1.285283, -0.004574], [2.677227, -2.013305, -0.769394], [0.923997, 0.619984, 0.176136], [-0.728337, 1.930845, -0.229764], [-1.157180, -0.100365, -2.112212], [-0.482384, 1.088476, 0.422279], [3.393503, -0.441359, -0.456903], [1.923775, 1.705725, 0.143308], [-1.541731, -0.001007, 0.307004], [-1.967457, 0.043461, -1.511859], [3.059184, -1.559342, 0.870875], [-2.625835, -0.716775, -1.686129], [1.294781, -0.668206, 0.110047], [-1.771078, -2.164851, 0.535863], [-2.428306, 0.918531, -1.763589], [-2.687374, 0.245361, 0.948526], [0.258984, -1.679404, 0.279845], [-0.545570, 1.464906, 1.451867]],
  "forces_ev_per_a": [[0.0, 0.0, 0.1], [0.0, -0.1, 0.0], [0.2, -0.1, 0.1], [0.1, -0.2, 0.2], [0.0, 0.0, 0.0], [0.4, -0.3, 0.0], [0.1, -0.1, -0.2], [-0.3, 0.4, 0.1], [0.0, 0.0, -0.1], [-0.3, -0.6, -0.1], [-0.1, 0.0, 0.0], [-0.1, 0.0, -0.1], [0.1, 0.2, 0.2], [0.1, 0.0, -0.1], [0.3, -0.1, 0.0], [0.3, 0.1, -0.5], [0.2, 0.0, 0.0], [0.1, 0.0, 0.1], [0.1, 0.1, 0.0], [0.2, 1.0, -0.1], [-0.1, -0.2, 0.0], [0.0, 0.0, 0.0], [-0.5, 0.1, 0.3], [-0.8, 0.0, 0.2], [0.0, 0.0, 0.0]],
  "nbo_charge": [0.427, 0.261, -0.657, 0.454, 0.421, -0.223, 0.458, 0.466, 0.272, 0.114, 0.247, 0.417, -0.512, 0.212, -0.685, 0.407, -0.847, 0.275, 0.427, 0.025, 0.254, 0.421, -0.767, -0.141, 0.274]
}

---

No. 2
{
  "formula": "C28H24MnN2O4S5",
  "method": "ωB97M-V with the def2-TZVPD basis set",
  "spin_multiplicity": 2,
  "de_lowest_ev": 0.000,
  "molar_mass_g_mol": 667.78,
  "energy_ev": -126077.4279,
  "lumo_energy_ha": [-0.3045, -0.2573],
  "s2": 0.93,
  "homo_energy_ha": [-0.5190, -0.5191],
  "total_charge": 2,
  "species": ["C", "H", "C", "C", "H", "H", "S", "C", "N", "C", "H", "C", "C", "O", "C", "C", "H", "O", "H", "H", "H", "C", "O", "H", "C", "C", "H", "H", "S", "C", "C", "C", "N", "C", "C", "H", "H", "H", "C", "C", "C", "S", "H", "C", "H", "S", "C", "C", "O", "C", "H", "S", "H", "H", "Mn", "C", "C", "C", "H", "H", "C", "H", "H", "H"],
  "positions_angstrom": [[4.018945, -2.570327, -2.106155], [-2.186839, 0.634891, 3.515140], [-4.208678, -4.176492, 0.090692], [-3.089601, -1.741181, 0.827321], [-1.028243, 5.880081, -3.363603], [2.939867, 4.282739, -3.398889], [-2.400990, -0.184663, 1.330405], [0.186406, 2.274031, 2.002447], [-0.064726, -1.320919, 2.768037], [0.261972, 2.522694, 0.522612], [-1.932556, -1.599909, 5.524383], [-0.342129, 5.070092, -3.152067], [-2.276473, -2.821364, 0.490590], [0.066457, 0.270900, -2.431854], [2.992376, -2.830630, -3.000350], [3.755742, -1.938026, -0.898004], [-2.190953, -4.879348, -0.132013], [0.032356, 0.978143, 2.270427], [-6.099874, -3.200904, 0.353764], [3.152650, -2.039087, 2.717534], [1.330545, 7.343431, -3.356792], [0.071613, 2.865135, -2.347110], [-1.971827, 1.390519, -1.613029], [-5.104414, -1.033396, 0.997205], [1.066230, -1.911647, 3.188962], [-4.468946, -1.877994, 0.763976], [2.107185, 2.166005, -2.437160], [-1.877099, 3.770894, -2.386889], [-0.509674, -2.694959, 0.458352], [0.090136, -2.306065, 5.328960], [1.428331, -1.850386, -1.478387], [2.454215, -1.584147, -0.571702], [0.112450, 1.234413, -0.172644], [1.427935, 2.987748, -2.628098], [-2.289099, -0.382727, 3.132193], [0.989178, 6.725911, -4.966731], [3.201968, -3.311225, -3.945781], [2.120632, -3.021672, 1.675566], [-0.825289, 3.896197, -2.604271], [1.013994, 5.227357, -3.440560], [2.193487, -2.069696, 2.204600], [-0.540021, 1.387935, -1.667627], [-3.230061, -0.794039, 3.495299], [-2.827683, -4.043440, 0.127515], [0.885700, -2.642756, -3.396151], [2.150057, -0.732060, 0.958442], [1.887963, 4.171438, -3.170964], [-1.070800, -1.703423, 4.879745], [0.238325, 3.106537, 2.856188], [1.180340, -2.397112, 4.477251], [5.035431, -2.844055, -2.353179], [-0.268906, -1.402882, -1.162574], [-4.645130, -5.124255, -0.192366], [4.565410, -1.708067, -0.217212], [-0.120757, -0.354406, 0.940560], [-5.024586, -3.097570, 0.399605], [-1.110777, -1.190239, 3.593533], [1.688497, -2.464177, -2.692752], [1.222981, 2.979388, 0.277148], [0.152141, -2.690519, 6.337885], [1.513677, 6.509568, -4.035639], [2.580199, 6.465949, -4.244326], [2.108069, -2.845701, 4.803894], [-0.517358, 3.239442, 0.254630]],
  "forces_ev_per_a": [[0.0, 0.0, 0.0], [0.0, 0.0, 0.0], [0.0, 0.0, 0.0], [0.0, 0.0, 0.0], [0.0, 0.0, 0.0], [0.0, 0.0, 0.0], [0.1, 0.0, 0.0], [-0.1, -0.2, 0.1], [0.1, 0.0, 0.1], [0.0, 0.0, -0.1], [0.0, 0.0, 0.0], [0.0, 0.0, 0.0], [-0.1, 0.0, 0.0], [0.0, 0.1, 0.0], [0.0, 0.0, 0.0], [0.0, 0.0, 0.0], [0.0, 0.0, 0.0], [0.1, 0.2, -0.1], [0.0, 0.0, 0.0], [0.0, 0.0, 0.0], [0.0, 0.0, 0.0], [0.0, 0.0, 0.0], [0.0, 0.0, 0.0], [0.0, 0.0, 0.0], [0.0, 0.0, 0.0], [0.0, 0.0, 0.0], [0.0, 0.0, 0.0], [0.0, 0.0, 0.0], [0.0, 0.1, 0.0], [0.0, 0.0, 0.0], [0.0, 0.0, 0.0], [0.0, -0.1, 0.0], [0.0, 0.0, 0.2], [0.0, -0.1, 0.0], [0.0, 0.0, 0.0], [0.0, 0.0, 0.0], [0.0, 0.0, 0.0], [0.0, 0.0, 0.0], [0.0, 0.0, 0.0], [0.0, 0.0, 0.0], [0.0, 0.0, 0.0], [0.0, 0.0, -0.2], [0.0, 0.0, 0.0], [0.0, 0.0, 0.0], [0.0, 0.0, 0.0], [0.0, 0.1, 0.0], [0.0, 0.0, 0.0], [0.0, 0.0, 0.0], [0.0, 0.1, -0.1], [0.0, 0.0, 0.0], [0.0, 0.0, 0.0], [0.1, 0.0, 0.0], [0.0, 0.0, 0.0], [0.0, 0.0, 0.0], [-0.2, -0.3, -0.1], [0.0, 0.0, 0.0], [0.0, 0.0, 0.0], [0.0, 0.0, 0.0], [0.0, 0.0, 0.1], [0.0, 0.0, 0.0], [0.0, 0.0, 0.0], [0.0, 0.0, 0.0], [0.0, 0.0, 0.0], [0.0, 0.0, 0.0]],
  "nbo_charge": [-0.156, 0.296, -0.159, -0.130, 0.238, 0.233, 0.533, 0.772, -0.418, -0.377, 0.253, -0.206, -0.273, -0.930, -0.158, -0.173, 0.245, -0.721, 0.253, 0.274, 0.244, -0.329, -0.912, 0.250, 0.217, -0.189, 0.231, 0.251, 0.429, -0.094, -0.126, -0.259, -0.834, -0.189, -0.572, 0.244, 0.253, 0.264, -0.164, 0.064, -0.558, 2.298, 0.269, -0.174, 0.250, 0.525, -0.199, -0.210, -0.527, -0.210, 0.252, 0.642, 0.253, 0.246, 0.473, -0.154, 0.247, -0.193, 0.250, 0.257, -0.646, 0.229, 0.252, 0.249]
}

---

No. 3
{
  "formula": "C24H32N4O4",
  "method": "ωB97M-V with the def2-TZVPD basis set",
  "smiles": "CCCN(CCC)CCNC(=O)[C@]1(O)c2ccccc2NC(=O)N1c1cccc(OC)c1",
  "de_lowest_ev": 1.963,
  "molar_mass_g_mol": 440.54,
  "energy_ev": -39559.3491,
  "lumo_energy_ha": 0.0237,
  "homo_energy_ha": -0.2915,
  "total_charge": 0,
  "species": ["C", "H", "C", "O", "C", "H", "O", "C", "N", "H", "H", "H", "H", "H", "C", "C", "H", "H", "H", "O", "C", "C", "C", "C", "H", "N", "C", "H", "C", "H", "C", "N", "H", "C", "C", "H", "H", "H", "H", "H", "C", "H", "C", "H", "C", "H", "O", "C", "C", "C", "N", "H", "C", "H", "H", "H", "C", "H", "H", "C", "H", "H", "H", "H"],
  "positions_angstrom": [[4.678980, -2.658106, -0.795653], [-5.903108, -0.766047, -2.589778], [-1.970211, -1.412063, 0.543143], [2.417539, 0.925739, -1.853884], [-4.940999, -1.703809, 2.142989], [-3.221441, -1.868925, -1.749562], [-2.362557, 2.651294, -1.425939], [-0.229021, 1.904492, -0.535330], [-3.216934, -2.082255, 0.298851], [-4.726810, -2.461263, -1.041720], [-3.831464, 0.145220, 1.978546], [0.250956, 1.924330, -1.498261], [4.834469, -3.601822, -1.294382], [-1.834126, 2.003007, 2.963248], [3.316585, -0.722861, -0.394363], [-3.918039, -1.736589, -0.913145], [0.833080, -1.296672, 0.905299], [-1.051773, 3.225327, -2.931809], [-4.335439, -0.189531, -3.157277], [0.439151, -0.717127, -2.159437], [5.641197, -2.160218, 0.069139], [-0.082154, 1.522867, 1.840446], [4.282715, -0.226096, 0.479646], [-1.386136, 1.966180, 1.982090], [-2.706432, 2.756146, -3.392377], [1.821813, 1.006777, 0.433745], [-3.952398, -2.629133, 1.408221], [6.196649, -0.556380, 1.379868], [0.495550, 1.499841, 0.578523], [4.764389, 1.379847, 1.690855], [-1.867481, 2.521652, -2.739331], [4.042240, 0.974842, 1.112459], [-5.728878, -1.396255, 1.454570], [-4.499537, -0.315456, -1.007614], [-5.094434, -0.066306, -2.387562], [-1.001043, -2.361885, -1.148950], [-3.221789, -3.004404, 2.130563], [-1.960165, -0.400464, 0.121566], [0.492419, 1.220989, 2.700971], [6.548621, -2.717834, 0.245090], [-0.796275, -2.194422, -0.090907], [-3.149567, 2.668973, 0.974144], [-4.283186, -0.471864, 2.750532], [1.813550, 0.609134, -2.553624], [3.522288, -1.936116, -1.032007], [-1.524832, 1.501161, -2.937747], [2.636379, 2.527034, 1.935436], [-1.553491, 2.300297, -0.392236], [2.129570, 0.160898, -0.711462], [2.812711, 1.586899, 1.195338], [0.438776, -1.449736, -0.010532], [-1.790772, -1.320740, 1.616176], [0.889699, -0.709932, -1.027882], [-3.509877, -0.761367, 3.459674], [-5.021694, 0.127102, 3.279466], [-0.671694, -3.158441, 0.406094], [-2.127259, 2.338666, 0.879978], [2.780574, -2.308328, -1.722664], [-5.488527, 0.944957, -2.453556], [5.448926, -0.950932, 0.708010], [-3.714080, 0.418041, -0.823488], [-5.270558, -0.171515, -0.250860], [-5.411680, -2.291718, 2.934848], [-4.517881, -3.492439, 1.035862]],
  "forces_ev_per_a": [[-0.1, -0.1, -0.1], [-0.1, -0.1, -0.1], [0.4, -0.2, -0.3], [-0.1, 0.1, -0.1], [0.3, -0.1, 0.0], [-0.1, 0.0, -0.1], [-0.1, 0.1, 0.3], [0.0, 0.2, -0.2], [0.0, 0.0, 0.1], [0.0, 0.0, -0.1], [0.1, 0.1, -0.1], [0.0, 0.0, -0.1], [0.0, -0.1, 0.0], [-0.1, 0.0, 0.1], [0.1, 0.2, 0.1], [0.0, 0.2, 0.1], [0.1, 0.1, -0.1], [0.0, 0.0, 0.0], [0.1, 0.0, -0.1], [-0.1, 0.0, -0.3], [0.0, 0.1, 0.0], [0.1, 0.0, -0.1], [-0.2, -0.5, -0.3], [0.1, 0.0, -0.1], [0.1, 0.0, 0.0], [-0.1, -0.3, -0.3], [-0.4, 0.0, 0.1], [0.1, 0.0, 0.1], [-0.4, 0.3, 0.3], [-0.2, 0.0, 0.0], [0.1, 0.0, -0.2], [0.2, 0.3, 0.1], [-0.1, -0.1, 0.0], [0.1, -0.2, -0.1], [0.1, 0.0, 0.2], [0.0, -0.1, 0.1], [0.0, -0.1, 0.0], [0.0, 0.0, 0.1], [0.1, 0.0, 0.1], [0.1, 0.0, 0.0], [-0.4, 0.1, 0.0], [-0.1, 0.0, 0.0], [-0.2, -0.2, -0.1], [0.1, -0.1, 0.1], [0.1, 0.1, 0.2], [0.0, 0.0, 0.0], [-0.1, 0.3, 0.1], [-0.1, -0.1, 0.3], [0.1, -0.1, -0.1], [0.4, 0.0, 0.3], [0.0, -0.1, 0.1], [0.0, 0.1, 0.0], [0.2, -0.1, 0.3], [0.1, 0.0, 0.1], [0.0, 0.1, 0.1], [0.0, 0.0, -0.1], [0.0, 0.1, -0.3], [-0.1, -0.1, -0.1], [-0.1, 0.1, -0.1], [0.0, 0.1, 0.0], [0.0, 0.1, 0.1], [0.0, 0.0, 0.1], [-0.1, 0.0, 0.0], [0.1, 0.0, 0.1]],
  "nbo_charge": [-0.240, 0.200, -0.220, -0.715, -0.414, 0.186, -0.496, -0.297, -0.481, 0.193, 0.210, 0.237, 0.217, 0.219, -0.118, -0.200, 0.408, 0.179, 0.200, -0.651, -0.179, -0.241, 0.253, -0.184, 0.201, -0.493, -0.188, 0.212, 0.170, 0.418, -0.258, -0.624, 0.194, -0.421, -0.604, 0.223, 0.186, 0.200, 0.226, 0.217, -0.224, 0.227, -0.617, 0.500, -0.162, 0.188, -0.620, 0.308, 0.300, 0.803, -0.603, 0.198, 0.688, 0.198, 0.211, 0.198, -0.268, 0.222, 0.212, -0.271, 0.206, 0.194, 0.200, 0.189]
}